16
Properties=species:S:1:pos:R:3 method="wB97M-V/def2-TZVPD" lumo_energy_ha=-0.0016 energy_ha=-496.85131 homo_energy_ev=-7.2 orbital_gap_ev=7.2
F 2.35980 -0.28091 -0.50049
O -1.50683 -1.28496 0.36351
C -2.09414 -1.50122 -0.75076
O -1.64690 -0.68013 -1.72810
C -1.40293 0.77608 -1.61729
C 1.64786 0.75256 0.05633
O 0.46779 0.26978 0.62474
C 0.60605 -0.63464 1.73846
Be -0.83779 0.34158 0.03279
H -2.37165 1.27712 -1.77386
H -0.75574 1.00473 -2.47921
H 1.34642 1.39180 -0.78671
H 2.27025 1.18382 0.85129
H -0.36704 -1.11974 1.87065
H 1.31805 -1.43051 1.49455
H 0.96680 -0.06535 2.60409

8
Properties=species:S:1:pos:R:3 method="wB97M-V/def2-TZVPD" lumo_energy_ha=0.0215 energy_ha=-229.00781 smiles="C=O.C=O" homo_energy_ev=-10.2 e_above_lowest_kcal_mol=62.0 orbital_gap_ev=10.8
O -1.03298 0.42956 -2.40791
C -0.64551 1.52205 -2.05715
H -1.02012 1.75956 -1.03375
H -0.09411 2.19643 -2.71658
O 0.37954 -1.17105 3.18487
C 0.65312 -1.41592 2.05419
H 1.67465 -1.25639 1.61660
H 0.08541 -2.06424 1.35973

17
Properties=species:S:1:pos:R:3 method="wB97M-V/def2-TZVPD" lumo_energy_ha=-0.1920 energy_ha=-343.24771 smiles="CC1=[NH+]CC=CN=C1" charge=+1 homo_energy_ev=-13.8 e_above_lowest_kcal_mol=46.3 orbital_gap_ev=8.5
C 0.11599 1.42808 0.63323
C -0.73005 0.32041 0.18265
C 1.12004 -1.15185 0.65672
C 2.08490 -0.52761 -0.30924
C 2.07772 0.79723 -0.50192
C -2.08518 0.59062 -0.32247
N 1.30773 1.60797 0.23351
N -0.20909 -0.86802 0.13793
H -0.33337 2.20750 1.23470
H 1.25943 -2.22750 0.73144
H 1.21110 -0.70249 1.65295
H 2.78972 -1.16441 -0.81724
H 2.79123 1.29934 -1.13967
H -2.70454 -0.30448 -0.33310
H -2.03000 0.97689 -1.34367
H -2.56317 1.36701 0.27363
H -0.71626 -1.62737 -0.31424

8
Properties=species:S:1:pos:R:3 method="wB97M-V/def2-TZVPD" lumo_energy_ha=-0.0552 energy_ha=-1185.93500 smiles="[H]/P=N/N=C=S.I" homo_energy_ev=-8.7 e_above_lowest_kcal_mol=65.7 orbital_gap_ev=7.2
C -0.55807 2.91862 1.72944
N 0.15615 1.95660 1.51454
N 0.90607 1.29301 0.71970
P 1.37967 -0.19231 0.93518
S -1.38099 3.92422 2.59810
I -2.66760 -2.16632 0.13470
H 1.88740 -0.23111 -0.47246
H -1.01637 -1.97408 -0.07511